Record 1
# C23H70N16O13

A cluster of 11 separate species, C23H70N16O13 in total (ωB97M-V/def2-TZVPD, the OMol25 dataset).

Geometry as XYZ:
```
122
Properties=species:S:1:pos:R:3:lowdin_charge:R:1
C -4.16 -3.00 7.63 -0.136
O -5.48 -3.47 7.62 -0.181
C -5.86 -3.79 6.25 -0.192
C -5.87 -2.73 5.15 -0.220
N -4.65 -2.42 4.41 -0.060
C -4.49 -3.16 3.17 -0.190
C -3.29 -2.60 2.29 -0.202
O -2.09 -2.96 2.94 -0.182
C -0.97 -2.40 2.31 -0.114
H -3.53 -3.82 7.27 0.092
H -3.88 -2.80 8.67 0.091
H -3.99 -2.07 7.08 0.083
H -6.85 -4.21 6.40 0.120
H -5.24 -4.62 5.90 0.116
H -6.15 -1.80 5.66 0.115
H -6.70 -2.95 4.48 0.115
H -3.95 -2.63 5.11 0.079
H -5.38 -2.94 2.57 0.104
H -4.45 -4.25 3.22 0.113
H -3.46 -1.52 2.20 0.105
H -3.24 -3.05 1.30 0.111
H -1.05 -1.31 2.32 0.073
H -0.92 -2.62 1.24 0.070
H -0.04 -2.70 2.79 0.094
C 8.06 5.49 1.24 -0.118
O 7.37 4.52 0.46 -0.198
C 8.12 3.26 0.58 -0.207
C 7.27 2.20 -0.18 -0.213
N 6.03 1.95 0.57 -0.037
C 5.11 1.19 -0.27 -0.218
C 3.64 1.53 0.00 -0.188
O 3.23 2.74 -0.65 -0.171
C 1.90 2.79 -1.03 -0.127
H 9.04 5.70 0.82 0.085
H 8.22 5.09 2.24 0.078
H 7.39 6.35 1.34 0.089
H 8.30 2.97 1.62 0.114
H 9.08 3.31 0.07 0.114
H 7.84 1.30 -0.42 0.118
H 7.24 2.74 -1.13 0.114
H 5.67 2.89 0.63 0.094
H 5.40 0.15 -0.15 0.106
H 5.31 1.31 -1.34 0.112
H 3.38 1.48 1.06 0.105
H 3.12 0.63 -0.34 0.081
H 1.65 1.95 -1.68 0.077
H 1.62 3.73 -1.52 0.090
H 1.36 2.77 -0.09 0.077
N -1.29 3.35 -1.82 0.172
C -1.63 4.63 -2.10 -0.808
N -1.73 4.85 -3.34 0.189
O -1.81 5.45 -1.23 0.022
H -0.94 2.76 -2.55 0.046
H -1.38 3.04 -0.86 0.088
H -1.65 4.05 -3.96 0.094
H -1.71 5.82 -3.59 0.130
N -5.35 1.59 -3.85 0.169
C -4.30 1.43 -4.58 -0.775
N -3.24 1.71 -3.88 0.170
O -4.24 1.07 -5.76 -0.002
H -5.17 1.75 -2.87 0.069
H -6.27 1.25 -4.10 0.119
H -3.37 1.88 -2.89 0.073
H -2.35 1.40 -4.25 0.073
N 1.11 1.22 -5.81 0.185
C 0.30 1.05 -4.79 -0.762
N 0.04 -0.16 -4.46 0.211
O -0.30 2.00 -4.30 0.000
H 1.64 0.49 -6.26 0.116
H 1.20 2.19 -6.09 0.126
H 0.77 -0.82 -4.68 0.108
H -0.63 -0.34 -3.74 0.094
N 0.29 -0.20 -0.18 0.233
C -0.94 0.19 -0.23 -0.735
N -1.51 -0.26 -1.30 0.211
O -1.46 1.01 0.53 -0.018
H 0.87 0.03 0.62 0.074
H 0.67 -0.72 -0.95 0.080
H -2.51 -0.12 -1.23 0.096
H -1.16 -1.17 -1.56 0.059
N 3.13 -2.03 0.42 0.202
C 4.36 -2.40 0.49 -0.830
N 4.86 -2.34 1.68 0.181
O 4.95 -2.78 -0.48 0.039
H 2.56 -1.86 1.24 0.091
H 2.69 -2.01 -0.49 0.058
H 4.40 -1.71 2.32 0.106
H 5.79 -2.66 1.91 0.121
N 0.29 1.63 2.49 0.195
C 1.33 0.91 2.90 -0.740
N 2.21 1.55 3.61 0.169
O 1.50 -0.27 2.59 -0.023
H 0.14 2.49 2.99 0.116
H -0.41 1.29 1.85 0.039
H 2.22 2.55 3.75 0.117
H 3.12 1.12 3.69 0.117
N -5.82 0.21 0.54 0.170
C -4.79 0.84 0.15 -0.779
N -4.22 1.28 1.19 0.192
O -4.46 0.97 -1.04 -0.001
H -6.45 -0.21 -0.14 0.130
H -6.07 0.22 1.52 0.118
H -4.57 0.98 2.09 0.125
H -3.38 1.82 1.01 0.113
C -3.29 -3.85 -2.77 -0.077
C -1.90 -3.31 -3.09 -0.284
O -1.20 -3.00 -1.89 -0.106
H -3.24 -4.64 -2.02 0.072
H -3.80 -4.36 -3.58 0.081
H -3.97 -3.09 -2.37 0.079
H -2.07 -2.43 -3.71 0.110
H -1.40 -4.05 -3.73 0.114
H -1.36 -3.76 -1.33 0.092
C 3.70 -1.04 -3.10 -0.052
C 2.90 -2.26 -2.84 -0.319
O 1.81 -1.92 -2.03 -0.139
H 4.69 -1.22 -3.52 0.093
H 4.00 -0.67 -2.12 0.055
H 3.17 -0.31 -3.71 0.072
H 3.39 -3.10 -2.34 0.113
H 2.45 -2.62 -3.76 0.109
H 1.12 -2.58 -2.08 0.079
```

Calculated values
Orbital gap   8.732 eV
Lowest unoccupied orbital energy   0.1 eV
Structure (SMILES)   COCCNCCOC.COCCNCCOC.NC(N)=O.NC(N)=O.NC(N)=O.NC(N)=O.NC(N)=O.NC(N)=O.NC(N)=O.CCO.CCO
Total charge   0

---

Record 2
# C42H126N18O9P6S3

A cluster of 9 separate species, C42H126N18O9P6S3 in total (ωB97M-V/def2-TZVPD, the OMol25 dataset).

Geometry as XYZ:
```
204
Properties=species:S:1:pos:R:3:lowdin_charge:R:1
C 7.26 -31.67 -7.26 -0.247
S 6.29 -30.28 -6.74 0.778
O 5.07 -30.75 -6.07 -0.533
C 7.41 -29.84 -5.47 -0.290
H 7.57 -32.32 -6.48 0.053
H 8.05 -31.37 -7.90 0.038
H 6.57 -32.27 -7.86 0.025
H 7.09 -28.85 -5.19 0.025
H 8.44 -29.65 -5.79 0.062
H 7.24 -30.49 -4.59 0.082
C 0.45 -33.93 -16.09 -0.266
S 0.24 -35.51 -15.24 0.782
O 0.11 -35.14 -13.85 -0.553
C -1.39 -35.89 -15.84 -0.276
H -0.34 -33.24 -15.83 0.053
H 0.56 -34.07 -17.19 0.064
H 1.41 -33.53 -15.72 0.041
H -1.23 -36.48 -16.76 0.056
H -2.05 -35.03 -15.99 0.054
H -1.85 -36.53 -15.08 0.052
C 6.96 -26.64 -9.30 -0.250
S 8.25 -26.39 -8.06 0.823
O 8.47 -27.63 -7.32 -0.566
C 9.65 -26.20 -9.26 -0.257
H 7.18 -27.60 -9.65 0.022
H 7.16 -25.89 -10.02 0.044
H 5.98 -26.54 -8.78 0.026
H 9.58 -25.18 -9.60 0.031
H 9.59 -26.93 -10.14 0.067
H 10.59 -26.36 -8.72 0.047
O -0.51 -24.67 -11.72 -0.280
P -1.00 -25.85 -12.43 0.461
N -2.15 -26.64 -11.58 -0.299
C -3.18 -25.85 -10.92 -0.109
C -2.40 -28.13 -11.78 -0.076
N 0.12 -27.02 -12.83 -0.269
C 0.98 -27.25 -11.66 -0.125
C 0.68 -27.29 -14.19 -0.079
N -1.54 -25.46 -13.99 -0.324
C -1.92 -24.06 -14.28 -0.122
C -2.33 -26.40 -14.73 -0.149
H -3.49 -26.44 -10.03 0.085
H -4.11 -25.74 -11.49 0.076
H -2.77 -24.90 -10.62 0.072
H -2.43 -28.52 -10.76 0.074
H -1.58 -28.51 -12.38 0.047
H -3.41 -28.29 -12.34 0.104
H 1.44 -26.31 -11.35 0.048
H 0.61 -27.78 -10.79 0.081
H 1.84 -27.80 -12.02 0.028
H 0.22 -28.17 -14.56 0.052
H 0.43 -26.47 -14.88 0.074
H 1.79 -27.43 -14.22 0.076
H -2.12 -23.97 -15.39 0.086
H -2.90 -23.74 -13.97 0.064
H -1.18 -23.30 -14.03 0.071
H -3.38 -26.03 -14.83 0.083
H -2.40 -27.41 -14.22 0.076
H -1.93 -26.40 -15.80 0.102
O 10.69 -31.05 -13.37 -0.326
P 11.95 -30.77 -12.58 0.554
N 13.22 -31.77 -13.09 -0.298
C 13.23 -32.15 -14.54 -0.089
C 14.46 -32.05 -12.39 -0.128
N 11.72 -31.10 -10.97 -0.300
C 10.84 -30.29 -10.02 -0.073
C 11.69 -32.57 -10.63 -0.105
N 12.35 -29.09 -12.55 -0.310
C 11.77 -28.14 -13.48 -0.136
C 13.46 -28.59 -11.68 -0.099
H 12.34 -31.79 -15.07 0.068
H 13.32 -33.28 -14.67 0.105
H 14.05 -31.63 -14.95 0.056
H 15.25 -31.38 -12.63 0.066
H 14.75 -33.07 -12.41 0.076
H 14.28 -31.94 -11.33 0.063
H 9.81 -30.47 -10.27 0.063
H 11.01 -30.67 -8.98 0.088
H 11.08 -29.20 -10.04 0.066
H 11.58 -32.67 -9.54 0.077
H 10.90 -33.12 -11.19 0.095
H 12.65 -33.05 -10.85 0.050
H 10.71 -28.26 -13.64 0.063
H 11.83 -27.11 -13.07 0.077
H 12.31 -28.10 -14.46 0.086
H 14.54 -28.75 -12.06 0.101
H 13.21 -29.01 -10.68 0.065
H 13.30 -27.54 -11.69 0.048
O 3.69 -28.85 -12.97 -0.303
P 3.80 -29.92 -11.95 0.504
N 5.43 -30.35 -11.89 -0.284
C 6.41 -30.05 -12.98 -0.095
C 6.02 -31.05 -10.72 -0.094
N 2.83 -31.22 -12.29 -0.312
C 3.24 -32.01 -13.39 -0.139
C 1.39 -31.00 -12.02 -0.081
N 3.38 -29.49 -10.42 -0.261
C 3.13 -30.45 -9.37 -0.120
C 4.03 -28.23 -10.00 -0.077
H 7.21 -29.40 -12.67 0.066
H 5.88 -29.48 -13.76 0.065
H 6.86 -31.00 -13.34 0.085
H 5.28 -31.60 -10.13 0.042
H 6.50 -30.36 -9.98 0.067
H 6.79 -31.78 -11.16 0.112
H 4.30 -32.25 -13.23 0.081
H 2.60 -32.91 -13.54 0.079
H 3.27 -31.33 -14.31 0.097
H 0.88 -31.89 -12.47 0.088
H 1.18 -30.95 -10.94 0.073
H 0.93 -30.19 -12.60 0.069
H 3.01 -31.40 -9.76 0.032
H 3.97 -30.44 -8.77 0.041
H 2.24 -30.14 -8.72 0.115
H 4.16 -27.46 -10.79 0.079
H 4.91 -28.28 -9.45 0.025
H 3.34 -27.83 -9.20 0.087
O 4.68 -33.72 -8.75 -0.284
P 3.45 -34.50 -8.52 0.454
N 3.69 -35.64 -7.39 -0.318
C 2.47 -36.03 -6.56 -0.072
C 4.94 -36.29 -7.05 -0.136
N 2.73 -35.37 -9.74 -0.316
C 2.45 -34.63 -10.95 -0.095
C 3.00 -36.75 -9.94 -0.107
N 2.36 -33.40 -7.98 -0.303
C 0.94 -33.62 -8.03 -0.136
C 2.80 -32.51 -6.90 -0.110
H 2.70 -37.04 -6.25 0.063
H 1.54 -35.89 -7.16 0.061
H 2.31 -35.40 -5.57 0.109
H 5.17 -37.28 -7.44 0.061
H 4.93 -36.40 -5.90 0.106
H 5.84 -35.68 -7.33 0.088
H 1.78 -35.22 -11.54 0.072
H 2.09 -33.63 -10.69 0.071
H 3.37 -34.55 -11.49 0.074
H 2.03 -37.31 -9.94 0.097
H 3.46 -36.78 -10.94 0.084
H 3.71 -37.17 -9.18 0.083
H 0.59 -34.02 -8.94 0.054
H 0.58 -34.20 -7.16 0.069
H 0.39 -32.62 -8.08 0.108
H 2.47 -33.03 -5.97 0.085
H 2.34 -31.48 -6.98 0.081
H 3.90 -32.22 -6.88 0.060
O 5.15 -25.43 -7.08 -0.269
P 3.80 -25.30 -6.52 0.412
N 2.55 -25.48 -7.60 -0.279
C 1.27 -26.27 -7.42 -0.051
C 2.75 -25.02 -8.96 -0.122
N 3.53 -23.92 -5.77 -0.304
C 4.38 -23.56 -4.57 -0.066
C 2.83 -22.77 -6.40 -0.089
N 3.53 -26.37 -5.32 -0.313
C 2.65 -26.22 -4.21 -0.135
C 3.94 -27.74 -5.44 -0.120
H 1.29 -27.14 -8.10 0.067
H 0.47 -25.54 -7.80 0.104
H 1.01 -26.51 -6.43 0.046
H 2.63 -25.85 -9.63 0.028
H 3.77 -24.70 -9.08 0.075
H 2.01 -24.24 -9.26 0.096
H 3.77 -23.07 -3.82 0.073
H 4.71 -24.45 -4.07 0.066
H 5.11 -22.84 -4.96 0.091
H 3.38 -22.32 -7.23 0.070
H 1.83 -22.97 -6.81 0.072
H 2.80 -21.93 -5.62 0.102
H 3.25 -26.27 -3.36 0.062
H 2.31 -25.19 -4.13 0.074
H 1.73 -26.87 -4.14 0.104
H 4.21 -28.29 -4.53 0.087
H 4.71 -27.83 -6.24 0.071
H 3.00 -28.34 -5.58 0.091
O 6.00 -22.46 -12.68 -0.330
P 5.03 -23.04 -13.70 0.501
N 4.80 -24.68 -13.74 -0.270
C 5.91 -25.59 -14.29 -0.060
C 3.92 -25.35 -12.82 -0.107
N 5.60 -22.65 -15.18 -0.317
C 6.31 -21.35 -15.34 -0.091
C 5.21 -23.20 -16.48 -0.128
N 3.50 -22.49 -13.53 -0.351
C 3.33 -21.56 -12.48 -0.131
C 2.55 -22.54 -14.59 -0.098
H 6.73 -25.75 -13.58 0.078
H 6.41 -25.19 -15.17 0.053
H 5.51 -26.58 -14.56 0.085
H 3.47 -26.22 -13.35 0.064
H 3.06 -24.73 -12.48 0.095
H 4.43 -25.70 -11.95 0.056
H 7.08 -21.51 -16.12 0.082
H 5.68 -20.51 -15.68 0.089
H 6.77 -21.13 -14.42 0.044
H 4.55 -22.43 -16.93 0.086
H 6.18 -23.36 -17.05 0.098
H 4.71 -24.16 -16.32 0.064
H 2.44 -21.89 -11.84 0.104
H 4.21 -21.41 -11.89 0.055
H 3.09 -20.59 -12.98 0.091
H 1.56 -22.84 -14.16 0.103
H 2.90 -23.36 -15.22 0.066
H 2.54 -21.65 -15.17 0.069
```

Calculated values
Orbital gap   8.582 eV
Lowest unoccupied orbital energy   0.5 eV
Total charge   0
Relative energy (zero: lowest compared OMol25 entry of this formula, charge and spin)   22.1 kcal per mole

---

Record 3
# C34H75BrNO11P

A cluster of 5 separate species, C34H75BrNO11P in total (ωB97M-V/def2-TZVPD, the OMol25 dataset).

Geometry as XYZ:
```
123
Properties=species:S:1:pos:R:3:lowdin_charge:R:1
C 4.15 -3.67 2.84 -0.058
C 3.93 -3.57 1.33 -0.242
O 3.15 -2.37 1.08 -0.232
P 2.37 -2.35 -0.33 0.488
O 2.93 -3.33 -1.28 -0.257
C 0.65 -2.63 0.11 -0.174
C 0.29 -1.98 1.46 -0.100
C -1.03 -2.49 1.98 -0.441
O -1.17 -3.67 2.21 0.127
O -2.01 -1.61 2.35 0.029
C -2.70 -0.78 1.37 -0.406
C -3.01 -1.58 0.10 -0.100
C -3.59 -3.00 0.29 -0.162
C -2.89 -4.09 -0.54 -0.270
N -3.86 -4.74 -1.45 -0.017
C -1.82 0.43 0.98 -0.132
C -1.15 1.19 2.14 -0.130
C -0.13 2.21 1.58 -0.102
C -0.73 3.56 1.31 -0.493
O -1.37 4.20 2.12 0.109
O -0.53 4.08 0.08 0.119
C -3.91 -0.26 2.16 -0.138
C -5.22 0.13 1.48 -0.686
C -6.10 -1.01 0.96 -0.138
Br -5.04 1.51 0.09 0.737
O 2.56 -0.83 -0.77 -0.222
C 1.60 -0.23 -1.67 -0.256
C 1.55 -0.87 -3.04 -0.064
H 4.03 -2.69 3.30 0.060
H 3.43 -4.34 3.30 0.075
H 5.15 -4.03 3.06 0.074
H 4.87 -3.50 0.79 0.117
H 3.38 -4.44 0.98 0.110
H 0.03 -2.24 -0.70 0.079
H 0.51 -3.71 0.12 0.113
H 0.35 -0.90 1.38 0.093
H 1.04 -2.28 2.20 0.128
H -3.65 -1.00 -0.56 0.107
H -2.06 -1.69 -0.44 0.097
H -3.50 -3.28 1.34 0.108
H -4.65 -3.03 0.03 0.085
H -2.44 -4.82 0.13 0.101
H -2.11 -3.66 -1.17 0.097
H -4.61 -5.15 -0.89 0.060
H -3.42 -5.53 -1.90 0.059
H -2.41 1.15 0.42 0.074
H -1.03 0.09 0.29 0.088
H -1.89 1.76 2.69 0.115
H -0.61 0.52 2.81 0.104
H 0.36 1.80 0.69 0.115
H 0.64 2.35 2.34 0.054
H 0.07 3.52 -0.42 0.102
H -4.18 -1.04 2.88 0.139
H -3.60 0.59 2.77 0.104
H -5.78 0.65 2.25 0.075
H -6.04 -1.13 -0.12 0.061
H -5.85 -1.94 1.47 0.073
H -7.15 -0.78 1.19 0.078
H 1.92 0.81 -1.77 0.121
H 0.61 -0.21 -1.20 0.087
H 1.39 -1.95 -2.99 0.069
H 2.45 -0.64 -3.60 0.086
H 0.71 -0.44 -3.59 0.085
C -1.61 -0.75 -8.16 -0.079
C -0.34 -0.11 -7.62 -0.282
O 0.14 -0.70 -6.43 -0.170
C 0.49 -2.07 -6.51 -0.279
C 1.58 -2.38 -7.52 -0.075
H -2.40 -0.72 -7.41 0.081
H -1.95 -0.20 -9.04 0.076
H -1.46 -1.79 -8.45 0.066
H -0.54 0.93 -7.35 0.118
H 0.44 -0.09 -8.39 0.107
H -0.40 -2.68 -6.71 0.109
H 0.83 -2.34 -5.51 0.103
H 1.28 -2.15 -8.54 0.066
H 1.83 -3.44 -7.48 0.078
H 2.48 -1.81 -7.30 0.081
C -3.91 5.07 4.00 -0.077
C -4.85 4.03 3.43 -0.275
O -4.80 2.78 4.11 -0.180
C -5.14 2.80 5.48 -0.282
C -6.54 3.30 5.77 -0.079
H -2.89 4.71 3.99 0.061
H -3.96 5.98 3.40 0.083
H -4.18 5.33 5.03 0.066
H -4.56 3.80 2.40 0.095
H -5.88 4.40 3.39 0.109
H -4.40 3.38 6.05 0.108
H -5.04 1.77 5.81 0.117
H -6.68 4.33 5.47 0.066
H -6.75 3.23 6.84 0.076
H -7.28 2.69 5.24 0.080
C 4.52 0.62 3.14 -0.058
C 3.28 0.88 2.31 -0.265
O 2.06 0.73 3.03 -0.185
C 1.89 1.56 4.16 -0.257
C 1.95 3.05 3.87 -0.059
H 4.49 -0.39 3.56 0.069
H 5.41 0.70 2.51 0.076
H 4.63 1.33 3.96 0.070
H 3.23 0.14 1.51 0.091
H 3.33 1.87 1.84 0.114
H 2.63 1.30 4.93 0.112
H 0.91 1.31 4.56 0.122
H 2.93 3.36 3.48 0.080
H 1.77 3.62 4.79 0.091
H 1.20 3.34 3.14 0.046
C 6.07 1.04 -1.13 -0.069
C 5.25 0.41 -2.25 -0.268
O 4.73 1.34 -3.18 -0.168
C 5.68 2.12 -3.89 -0.283
C 6.65 1.30 -4.72 -0.078
H 5.47 1.78 -0.59 0.078
H 6.38 0.26 -0.42 0.076
H 6.97 1.53 -1.50 0.067
H 4.37 -0.07 -1.82 0.088
H 5.83 -0.37 -2.76 0.115
H 6.23 2.78 -3.20 0.107
H 5.09 2.76 -4.54 0.117
H 7.27 0.65 -4.11 0.066
H 7.31 1.96 -5.28 0.076
H 6.11 0.67 -5.43 0.080
```

Calculated values
Orbital gap   9.685 eV
Lowest unoccupied orbital energy   0.4 eV
Structure (SMILES)   CCOP(=O)(CCC(=O)O[C@](CCCN)(CCCC(=O)O)C[C@H](C)Br)OCC.CCOCC.CCOCC.CCOCC.CCOCC
Total charge   0

---

Record 4
# C2H2Cl2O2S

A structure of composition C2H2Cl2O2S (ωB97M-V/def2-TZVPD, the OMol25 dataset).

Geometry as XYZ:
```
9
Properties=species:S:1:pos:R:3:lowdin_charge:R:1
C -1.83 -0.51 -0.24 0.098
C 0.82 -0.58 0.60 -0.789
O 2.60 1.28 -0.53 -0.541
O -0.55 -0.37 -0.29 -0.388
S 1.90 0.87 0.66 0.479
Cl 1.42 -1.39 -0.77 0.639
Cl 0.18 1.96 0.85 0.306
H -2.30 0.13 0.45 0.080
H -2.25 -1.41 -0.72 0.117
```

Calculated values
Orbital gap (alpha / beta)   7.010 / 7.015 eV
Lowest unoccupied orbital energy (alpha / beta)   -1.9 / -1.9 eV
Total charge   0
Relative energy (zero: lowest compared OMol25 entry of this formula, charge and spin)   144.1 kcal per mole

---

Record 5
# C6H12O

A cluster of 3 separate species, C6H12O in total (ωB97M-V/def2-TZVPD, the OMol25 dataset).

Geometry as XYZ:
```
19
Properties=species:S:1:pos:R:3:lowdin_charge:R:1
O -1.15 1.50 -0.25 -0.073
C -2.08 0.52 -0.62 -0.370
C -1.70 -0.87 -0.95 -0.007
C -2.32 -0.70 0.19 0.001
H -0.37 1.05 0.11 0.024
H -2.90 1.03 -1.14 0.127
H -1.19 -1.54 -1.63 0.094
H -2.70 -1.13 1.10 0.096
H -0.81 1.03 2.86 0.051
H -1.11 1.19 2.20 0.034
C 1.73 0.24 1.14 -0.039
C 1.57 -0.66 0.17 -0.257
C 1.95 -0.45 -1.26 -0.108
H 1.45 0.02 2.17 0.044
H 2.15 1.22 0.95 0.070
H 1.14 -1.64 0.42 0.098
H 2.79 -1.10 -1.53 0.076
H 2.25 0.58 -1.45 0.079
H 1.13 -0.70 -1.94 0.059
```

Calculated values
Orbital gap   10.549 eV
Lowest unoccupied orbital energy   1.1 eV
Structure (SMILES)   OC1C=C1.[H][H].C=CC
Total charge   0
Relative energy (zero: lowest compared OMol25 entry of this formula, charge and spin)   106.3 kcal per mole

---

Record 6
# C3H6OS

The molecule C3H6OS (ωB97M-V/def2-TZVPD, the OMol25 dataset).

Geometry as XYZ:
```
11
Properties=species:S:1:pos:R:3:lowdin_charge:R:1
C 0.31 1.29 -0.01 -0.118
C 0.84 -0.22 -0.17 -0.833
S 2.43 -0.55 -0.12 0.720
C -0.25 -1.19 0.15 -0.285
O -1.61 -0.65 -0.19 -0.189
H -0.84 1.44 -0.46 0.110
H 0.03 1.38 1.22 0.151
H 1.09 1.95 -0.26 0.018
H 0.09 -2.20 -0.32 0.134
H -0.54 -1.16 1.26 0.153
H -1.55 -0.10 -1.11 0.137
```

Calculated values
Orbital gap   8.297 eV
Lowest unoccupied orbital energy   -0.7 eV
Structure (SMILES)   CC(=S)CO
Total charge   0
Relative energy (zero: lowest compared OMol25 entry of this formula, charge and spin)   63.8 kcal per mole

---

| no. | electronic energy (eV) |
| --- | --- |
| 1 | -75447.1028 |
| 2 | -179087.8165 |
| 3 | -139819.4614 |
| 4 | -42074.9035 |
| 5 | -8459.7458 |
| 6 | -16088.2229 |